1.
A single C6H10O molecule in a non-equilibrium geometry, computed with the ωB97M-V functional and the def2-TZVPD basis.

Structure (XYZ):
```
17
Properties=species:S:1:pos:R:3:mulliken_charge:R:1
C 1.90 -0.53 -0.24 -1.1966
C 0.68 0.14 0.52 0.2858
C 0.04 1.40 -0.19 -0.8460
C -1.44 1.16 -0.51 -0.3421
C -1.84 -0.03 -0.11 -0.6055
C -0.70 -0.67 0.68 -0.1065
O -0.57 -2.04 0.43 -0.5779
H 2.20 -0.03 -1.17 0.3291
H 2.84 -0.62 0.34 0.2826
H 1.63 -1.56 -0.48 0.2955
H 1.03 0.16 1.56 0.3267
H 0.55 1.46 -1.15 0.2776
H 0.14 2.33 0.36 0.3358
H -2.06 1.91 -1.03 0.4051
H -2.84 -0.48 -0.20 0.4247
H -0.95 -0.50 1.73 0.3265
H -0.61 -2.10 -0.54 0.3852
```

Computed properties:
Energy above the lowest of the compared OMol25 structures with the same formula, charge and spin (kJ/mol): 108.32
HOMO-LUMO gap (Ha): 0.379
HOMO level (eV): -9.3
LUMO (eV): 1.0
Charge: 0
SMILES string: C[C@H]1CC=C[C@H]1O
Maximum force (eV/Å): 1.2



2.
A gas-phase ion, C5H13N2O4S2 (charge +1) in a non-equilibrium geometry, computed with the ωB97M-V functional and the def2-TZVPD basis.

Structure (XYZ):
```
26
Properties=species:S:1:pos:R:3:mulliken_charge:R:1
C 0.81 -0.27 0.69 0.3107
C 3.21 -0.07 -0.27 -0.8867
C -2.30 2.48 0.07 -1.0032
C -1.29 -2.56 -0.64 -1.0004
C -0.61 0.00 0.52 -0.9118
N 1.74 0.30 -0.04 0.0633
N 1.12 -1.21 1.58 -0.2907
O 0.05 2.44 1.35 -0.5806
O 0.07 2.06 -1.08 -0.6476
O -2.35 -0.10 -1.34 -0.6740
O -0.09 -0.74 -2.00 -0.6084
S -0.61 1.95 0.20 1.2209
S -1.10 -0.79 -1.01 1.3300
H 3.97 0.55 0.22 0.3148
H 3.38 -1.19 -0.06 0.3363
H 3.26 0.22 -1.30 0.3478
H -2.11 3.41 -0.45 0.4223
H -2.95 1.93 -0.56 0.3752
H -2.70 2.80 1.05 0.3653
H -2.31 -2.93 -0.84 0.3827
H -0.63 -3.15 -1.26 0.3792
H -1.05 -2.74 0.37 0.2979
H -1.18 -0.46 1.24 0.8991
H 1.32 1.13 -0.51 0.1415
H 0.36 -1.61 2.08 0.2004
H 1.98 -1.44 1.99 0.2159
```

Computed properties:
Energy above the lowest of the compared OMol25 structures with the same formula, charge and spin (kJ/mol): 0.00
HOMO-LUMO gap (Ha): 0.400
HOMO level (eV): -14.7
LUMO (eV): -3.8
Charge: +1
SMILES string: CNC(=[NH2+])C(S(C)(=O)=O)S(C)(=O)=O
Maximum force (eV/Å): 3.9



3.
10 unconnected molecules or ions with the total composition C3H26O10, computed with the ωB97M-V functional and the def2-TZVPD basis.

Structure (XYZ):
```
39
Properties=species:S:1:pos:R:3:mulliken_charge:R:1
C -26.17 -9.50 -24.28 -0.4638
O -26.58 -10.21 -23.10 -0.6067
H -25.45 -10.06 -24.88 0.1991
H -27.01 -9.33 -24.95 0.3608
H -25.71 -8.55 -24.01 0.1749
H -27.45 -9.88 -22.88 0.3101
C -19.71 -9.90 -20.89 -0.1671
O -19.11 -11.13 -20.49 -0.5644
H -19.07 -9.04 -20.69 0.2394
H -20.01 -9.94 -21.93 0.0856
H -20.62 -9.85 -20.29 0.1093
H -18.63 -11.49 -21.24 0.3159
C -22.42 -9.09 -23.62 -0.0984
O -23.00 -7.92 -23.05 -0.4049
H -21.33 -9.01 -23.65 -0.1454
H -22.71 -9.95 -23.02 0.1415
H -22.77 -9.20 -24.65 0.2478
H -23.45 -8.08 -22.20 0.3445
O -23.59 -8.89 -20.53 -0.6270
H -22.90 -8.50 -19.98 0.2735
H -24.11 -9.43 -19.92 0.2886
O -23.46 -12.75 -24.83 -0.6480
H -23.89 -12.42 -24.01 0.3689
H -22.54 -12.47 -24.75 0.2857
O -20.69 -6.53 -22.45 -0.6988
H -20.55 -6.14 -21.58 0.2805
H -21.64 -6.78 -22.49 0.3178
O -18.62 -7.53 -24.01 -0.6743
H -17.82 -7.43 -23.48 0.3195
H -19.36 -7.25 -23.42 0.3673
O -19.07 -9.21 -26.14 -0.6294
H -18.36 -9.85 -26.29 0.3090
H -18.87 -8.80 -25.27 0.3917
O -24.65 -12.01 -22.26 -0.6738
H -25.21 -11.31 -22.66 0.4244
H -24.21 -11.58 -21.52 0.2518
O -24.29 -6.19 -24.86 -0.6874
H -24.05 -5.35 -24.48 0.2798
H -23.82 -6.86 -24.33 0.4022
```

Computed properties:
Energy above the lowest of the compared OMol25 structures with the same formula, charge and spin (kJ/mol): 167.63
HOMO-LUMO gap (Ha): 0.373
HOMO level (eV): -10.6
LUMO (eV): -0.4
Charge: 0
SMILES string: CO.CO.CO.O.O.O.O.O.O.O
Maximum force (eV/Å): 0.9



4.
7 unconnected molecules or ions with the total composition C58H75F2N10O8S2 in a non-equilibrium geometry, computed with the ωB97M-V functional and the def2-TZVPD basis.

Structure (XYZ):
```
155
Properties=species:S:1:pos:R:3:mulliken_charge:R:1
C -1.67 15.02 -11.60 -1.7131
C -2.25 16.27 -12.19 1.9426
C -3.40 15.81 -13.17 -1.7170
C -4.25 16.99 -13.73 -0.5309
C -4.74 17.90 -12.62 -0.5566
C -3.68 18.44 -11.62 1.8671
N -2.93 17.19 -11.20 0.4204
O -2.16 17.45 -9.97 -0.5403
C -4.57 19.03 -10.43 -1.8889
C -2.82 19.67 -12.18 0.4149
C -1.17 16.95 -12.92 -0.9020
H -2.39 14.51 -10.96 0.4577
H -0.72 15.16 -11.09 0.1405
H -1.42 14.25 -12.34 0.4274
H -4.04 15.08 -12.67 0.5021
H -3.07 15.15 -13.97 0.4669
H -5.01 16.53 -14.37 0.6585
H -3.60 17.58 -14.39 -0.1523
H -5.63 17.44 -12.19 0.5471
H -5.27 18.72 -13.13 -0.2583
H -3.97 19.61 -9.73 0.3175
H -4.99 18.18 -9.88 0.5402
H -5.27 19.80 -10.73 0.1997
H -2.05 20.07 -11.52 -0.2309
H -3.43 20.46 -12.61 -0.5596
H -2.35 19.38 -13.12 0.0089
H -0.41 16.26 -13.30 0.5311
H -0.62 17.76 -12.45 -0.4958
H -1.53 17.43 -13.84 0.2305
O -1.41 22.54 -12.67 1.0416
C -0.21 22.43 -12.26 -0.0140
O 0.33 23.26 -11.53 -0.7221
O 0.41 21.49 -12.77 -0.5412
H -1.13 21.83 -13.26 -0.4284
C 0.77 22.18 -16.01 -0.5904
N 0.98 20.78 -16.33 0.2750
C 0.37 20.22 -17.39 -0.2806
C 0.49 18.78 -17.58 -0.9784
C 1.28 17.97 -16.72 1.0191
C 1.86 18.66 -15.65 -0.6098
C 1.71 20.02 -15.43 -0.4294
C 1.41 16.53 -16.94 0.9391
C 1.57 15.61 -15.87 -0.4990
C 1.49 14.27 -16.06 -0.2552
N 1.50 13.78 -17.29 -0.0354
C 1.45 14.58 -18.39 -0.3197
C 1.44 15.96 -18.22 -0.8608
C 1.52 12.25 -17.50 -0.8282
H 1.66 22.54 -15.49 0.1911
H -0.09 22.28 -15.35 -0.0085
H 0.55 22.88 -16.82 0.4328
H -0.11 20.89 -18.08 0.5066
H -0.13 18.52 -18.43 0.5493
H 2.45 18.13 -14.91 0.5618
H 2.16 20.50 -14.57 0.4774
H 1.61 16.04 -14.88 0.1074
H 1.58 13.46 -15.35 0.4567
H 1.50 14.04 -19.32 0.4722
H 1.44 16.59 -19.10 0.5639
H 0.97 12.02 -18.41 0.3443
H 1.14 11.74 -16.62 0.3321
H 2.55 11.98 -17.74 0.3808
C 2.34 25.66 -12.96 -0.9547
N 3.32 24.60 -12.65 0.1578
C 3.29 23.97 -11.43 0.0343
C 4.26 22.97 -11.16 -0.6589
C 5.17 22.54 -12.15 0.7413
C 5.16 23.15 -13.38 -0.8303
C 4.21 24.23 -13.61 -0.4176
C 6.10 21.44 -11.82 0.4929
C 7.45 21.52 -12.18 -0.6701
C 8.27 20.38 -11.85 -0.3890
N 7.78 19.32 -11.18 -0.0156
C 6.47 19.21 -10.92 -0.1971
C 5.60 20.23 -11.29 -0.8579
C 8.69 18.18 -10.79 -0.7862
H 1.43 25.26 -13.40 0.2850
H 2.78 26.45 -13.57 0.4995
H 2.13 26.01 -11.95 0.3311
H 2.49 24.25 -10.76 0.1126
H 4.27 22.52 -10.17 0.7464
H 5.91 22.87 -14.11 0.6378
H 4.15 24.75 -14.55 0.5073
H 7.90 22.32 -12.75 0.6161
H 9.30 20.26 -12.16 0.4674
H 6.11 18.32 -10.42 0.3843
H 4.55 20.11 -11.07 0.7425
H 9.24 18.55 -9.93 0.3663
H 9.27 17.92 -11.68 0.3886
H 8.01 17.41 -10.44 0.2634
C 1.45 17.13 -10.34 -0.7296
N 1.50 18.41 -9.72 0.2064
C 0.54 19.32 -9.86 0.1363
C 0.61 20.52 -9.11 -0.7112
C 1.79 20.94 -8.47 1.0989
C 2.83 19.98 -8.51 -0.7295
C 2.66 18.74 -9.11 -0.6700
C 1.87 22.30 -7.86 0.4111
C 1.24 23.50 -8.31 -0.4240
C 1.07 24.62 -7.45 -0.4044
N 1.71 24.67 -6.28 0.1179
C 2.57 23.64 -5.92 -0.7299
C 2.52 22.44 -6.65 -0.7881
C 1.53 25.87 -5.46 -0.8604
H 0.60 16.70 -9.81 0.3419
H 2.37 16.56 -10.26 0.3873
H 1.34 17.32 -11.40 0.2401
H -0.37 19.11 -10.40 -0.0048
H -0.31 21.07 -9.20 0.6724
H 3.84 20.23 -8.22 0.5639
H 3.43 17.99 -9.24 0.4197
H 0.67 23.55 -9.23 0.6883
H 0.55 25.51 -7.78 0.5412
H 3.04 23.86 -4.98 0.5057
H 3.07 21.63 -6.18 0.6059
H 1.36 25.54 -4.44 0.4019
H 0.64 26.39 -5.82 0.2786
H 2.39 26.54 -5.54 0.3574
C -1.28 28.61 -8.40 -1.0077
N -1.95 27.60 -9.14 0.0875
C -1.29 26.90 -10.14 -0.4581
C -1.94 25.91 -10.87 -0.2794
C -3.24 25.52 -10.53 0.6207
C -3.86 26.21 -9.48 -0.7159
C -3.24 27.27 -8.89 -0.6216
C -4.03 24.59 -11.31 1.2615
C -4.75 23.63 -10.56 -1.2625
C -5.44 22.61 -11.17 -0.5167
N -5.42 22.43 -12.50 0.1511
C -4.74 23.29 -13.25 -0.4880
C -4.06 24.37 -12.72 -1.0255
C -6.32 21.45 -13.08 -0.8532
H -0.99 28.10 -7.48 0.4057
H -1.91 29.50 -8.34 0.4123
H -0.38 28.94 -8.91 0.3438
H -0.24 27.12 -10.31 0.5537
H -1.50 25.25 -11.61 0.2984
H -4.82 25.94 -9.07 0.5657
H -3.67 27.71 -8.00 0.4659
H -4.69 23.58 -9.49 0.5503
H -6.28 22.13 -10.70 0.6394
H -4.95 23.10 -14.30 1.0442
H -3.53 25.10 -13.32 0.6009
H -6.38 20.60 -12.40 0.3747
H -5.68 21.10 -13.88 0.3495
H -7.32 21.85 -13.25 0.3450
N -4.33 22.00 -16.29 -0.4688
S -3.19 23.21 -16.70 1.0581
O -2.50 23.11 -18.00 -0.5644
O -2.37 23.81 -15.60 -0.4726
F -4.28 24.37 -16.99 -0.2854
S -3.30 20.91 -16.26 1.0437
O -2.26 21.06 -15.27 -0.4752
O -2.90 20.26 -17.49 -0.6262
F -4.30 19.77 -15.61 -0.3492
```

Computed properties:
HOMO-LUMO gap (alpha / beta) (Ha): 0.200 / 0.213
HOMO level (alpha / beta) (eV): -19.5 / -19.8
LUMO (alpha / beta) (eV): -14.0 / -14.0
Charge: +6
Multiplicity: 2
Maximum force (eV/Å): 7.8



5.
A molecular structure, C4H7N in a non-equilibrium geometry, computed with the ωB97M-V functional and the def2-TZVPD basis.

Structure (XYZ):
```
12
Properties=species:S:1:pos:R:3:mulliken_charge:R:1
C -0.96 -1.01 0.39 -0.8687
C 0.44 -0.48 0.40 -0.4672
C 0.68 0.66 -0.72 -0.5809
C 0.32 2.03 -0.21 0.2867
H -1.16 -2.10 -0.56 0.2358
H -1.85 -0.01 0.20 0.2337
H -1.14 -1.55 1.45 0.2733
H 0.92 -1.42 0.10 0.2585
H 0.85 -0.13 1.31 0.4356
H 0.22 0.25 -1.64 0.2897
H 1.70 0.75 -1.05 0.3150
N -0.03 3.01 0.34 -0.4113
```

Computed properties:
Energy above the lowest of the compared OMol25 structures with the same formula, charge and spin (kJ/mol): 276.93
HOMO-LUMO gap (Ha): 0.441
HOMO level (eV): -11.2
LUMO (eV): 0.8
Charge: 0
Maximum force (eV/Å): 4.8